(1)
Density functional theory data (the ωB97M-V functional and the def2-TZVPD basis) for an isolated ion of composition C6H10N4P and charge +1.

Properties
LUMO level = -0.142 hartree
energy relative to the best compared isomer or geometry (same formula, charge and spin) = 0.0 kJ/mol
charge = +1
structure (SMILES) = Cc1c[nH][n+]([C@@H]2N=PCN2)c1
strongest force on any atom = 5.25 eV/A

Positions of all 21 atoms, in Å:
C1 -3.45 1.14 -0.22
C2 -2.11 0.56 -0.20
C3 -1.68 -0.61 -0.81
N1 -0.38 -0.80 -0.45
N2 0.06 0.17 0.27
C4 1.42 0.18 0.84
N3 2.27 1.23 0.21
P1 3.59 0.80 -0.50
C5 3.20 -1.05 -0.30
N4 2.01 -1.13 0.57
C6 -0.96 0.98 0.45
H1 -3.48 1.65 0.79
H2 -3.73 1.75 -1.11
H3 -4.16 0.36 -0.17
H4 -2.14 -1.42 -1.49
H5 0.26 -1.39 -1.04
H6 1.37 0.43 2.00
H7 3.96 -1.65 0.08
H8 2.82 -1.36 -1.35
H9 2.13 -1.74 1.28
H10 -1.02 1.91 1.17

=====

(2)
Density functional theory data (the ωB97M-V functional and the def2-TZVPD basis) for an isolated ion of composition C6H10N5 and charge +1.

Properties
LUMO level (alpha / beta) = -0.139 / -0.139 hartree
energy relative to the best compared isomer or geometry (same formula, charge and spin) = 409.8 kJ/mol
charge = +1
strongest force on any atom = 5.34 eV/A

Positions of all 21 atoms, in Å:
C1 -2.35 -0.94 0.22
C2 -1.13 -1.52 0.00
C3 -1.33 1.15 0.05
C4 1.35 -1.29 -0.10
C5 -0.14 0.56 -0.14
C6 2.84 0.80 0.11
N1 -2.55 0.41 0.14
N2 0.09 -0.81 -0.08
N3 2.53 -0.56 -0.07
N4 4.11 1.05 0.02
N5 -3.74 1.00 -0.14
H1 -3.10 -1.70 0.29
H2 -0.98 -2.63 -0.02
H3 -1.52 2.25 0.00
H4 1.37 -2.30 -0.14
H5 0.62 1.31 -0.18
H6 3.22 -1.29 -0.07
H7 4.74 0.34 -0.29
H8 4.38 2.00 0.32
H9 -4.43 0.26 -0.05
H10 -3.98 1.91 0.11

=====

(3)
Density functional theory data (the ωB97M-V functional and the def2-TZVPD basis) for an isolated ion of composition C6H10N5 and charge +1.

Properties
LUMO level (alpha / beta) = -0.143 / -0.143 hartree
energy relative to the best compared isomer or geometry (same formula, charge and spin) = 453.7 kJ/mol
charge = +1
structure (SMILES) = N/N=C(/C=C\C=C=[NH2+])\C=N\N
strongest force on any atom = 3.28 eV/A

Positions of all 21 atoms, in Å:
N1 0.62 -1.37 0.73
N2 -0.18 -0.34 0.44
C1 -0.04 0.38 -0.62
C2 -0.98 1.47 -0.85
C3 -1.89 1.95 0.06
C4 -2.24 1.25 1.39
C5 -1.78 0.08 1.78
N3 -1.48 -0.68 2.81
C6 1.10 0.23 -1.54
N4 1.89 -0.80 -1.45
N5 2.90 -0.90 -2.33
H1 0.58 -1.66 1.68
H2 1.49 -1.54 0.06
H3 -0.98 1.88 -1.94
H4 -2.55 2.83 -0.31
H5 -3.19 1.44 1.87
H6 -0.62 -0.44 3.22
H7 -1.85 -1.61 2.99
H8 1.30 1.05 -2.13
H9 3.79 -1.46 -2.07
H10 2.89 -0.29 -3.20

=====

(4)
Density functional theory data (the ωB97M-V functional and the def2-TZVPD basis) for a single C6H10N6O2S molecule.

Properties
LUMO level = 0.026 hartree
energy relative to the best compared isomer or geometry (same formula, charge and spin) = 0.0 kJ/mol
charge = 0
structure (SMILES) = CS[C@H](/N=C(N)/N=C(/N)N=C=O)C(N)=O
strongest force on any atom = 4.79 eV/A

Positions of all 25 atoms, in Å:
C1 1.36 -0.02 -2.23
S1 2.43 0.55 -0.86
C2 1.54 -0.39 0.45
N1 0.18 -0.14 0.22
C3 -0.77 -1.02 0.48
N2 -0.54 -2.17 1.16
N3 -2.04 -0.91 0.05
C4 -2.46 0.25 -0.40
N4 -3.71 0.25 -0.91
N5 -1.85 1.45 -0.41
C5 -0.69 1.71 -0.26
O1 0.16 2.47 -0.38
C6 1.94 0.07 1.82
N6 2.01 1.42 1.83
O2 2.19 -0.68 2.73
H1 1.59 -1.11 -2.32
H2 1.68 0.57 -3.21
H3 0.40 0.13 -1.80
H4 1.67 -1.49 0.18
H5 0.38 -2.36 1.61
H6 -1.24 -2.85 1.24
H7 -4.12 0.89 -1.54
H8 -4.08 -0.62 -1.11
H9 2.42 2.01 2.54
H10 1.56 1.98 1.11

=====

(5)
Density functional theory data (the ωB97M-V functional and the def2-TZVPD basis) for an isolated ion of composition C6H10NO and charge +1.

Properties
LUMO level = -0.116 hartree
energy relative to the best compared isomer or geometry (same formula, charge and spin) = 266.4 kJ/mol
charge = +1
structure (SMILES) = C=C1[C@H](C(C)=O)[N@H+]1C
strongest force on any atom = 5.91 eV/A

Positions of all 18 atoms, in Å:
C1 -1.50 -1.00 1.62
C2 -0.71 -0.58 0.69
C3 0.42 0.09 0.24
C4 0.05 1.62 -0.50
C5 0.67 2.73 0.07
O1 -0.63 1.43 -1.44
N1 -0.21 -0.95 -0.67
C6 0.46 -2.15 -0.99
H1 -2.16 -1.94 1.47
H2 -1.66 -0.50 2.55
H3 1.41 -0.02 0.55
H4 1.64 2.80 -0.30
H5 0.79 2.56 1.19
H6 0.13 3.64 -0.09
H7 -0.73 -0.38 -1.42
H8 0.54 -2.66 0.07
H9 -0.04 -2.72 -1.66
H10 1.53 -1.98 -1.37

=====

(6)
Density functional theory data (the ωB97M-V functional and the def2-TZVPD basis) for an isolated ion of composition C6H10NS and charge +1.

Properties
LUMO level (alpha / beta) = -0.179 / -0.177 hartree
energy relative to the best compared isomer or geometry (same formula, charge and spin) = 275.4 kJ/mol
charge = +1
strongest force on any atom = 0.86 eV/A

Positions of all 18 atoms, in Å:
C1 -1.01 -1.10 -1.25
C2 -1.48 0.19 -0.59
C3 -1.12 0.05 0.88
C4 -0.40 -1.15 1.02
C5 -0.44 1.12 -0.13
C6 2.03 1.97 0.53
N1 0.03 -1.60 -0.29
S1 1.11 1.13 -0.78
H1 -1.84 -1.82 -1.29
H2 -0.59 -0.97 -2.25
H3 -2.47 0.55 -0.84
H4 -1.71 0.46 1.68
H5 0.12 -1.52 1.89
H6 1.46 2.84 0.86
H7 2.99 2.28 0.11
H8 2.19 1.29 1.36
H9 0.17 -2.61 -0.36
H10 0.93 -1.11 -0.55

=====

(7)
Density functional theory data (the ωB97M-V functional and the def2-TZVPD basis) for a single C6H10O molecule.

Properties
LUMO level = 0.037 hartree
energy relative to the best compared isomer or geometry (same formula, charge and spin) = 50.4 kJ/mol
charge = 0
structure (SMILES) = C=C(C)CCC=O
strongest force on any atom = 0.51 eV/A

Positions of all 17 atoms, in Å:
C1 -0.69 0.07 1.52
C2 -0.85 -0.20 0.23
C3 -2.20 -0.04 -0.44
C4 0.27 -0.69 -0.67
C5 1.68 -0.38 -0.17
C6 1.94 1.11 -0.10
O1 1.30 1.94 -0.69
H1 0.26 -0.04 2.03
H2 -1.52 0.41 2.13
H3 -2.13 -0.21 -1.52
H4 -2.58 0.98 -0.30
H5 -2.94 -0.73 -0.03
H6 0.15 -0.25 -1.66
H7 0.16 -1.78 -0.80
H8 1.89 -0.83 0.81
H9 2.43 -0.80 -0.85
H10 2.81 1.42 0.52

=====

(8)
Density functional theory data (the ωB97M-V functional and the def2-TZVPD basis) for a 2-piece molecular cluster, C6H10O overall.

Properties
LUMO level = 0.032 hartree
energy relative to the best compared isomer or geometry (same formula, charge and spin) = 284.4 kJ/mol
charge = 0
structure (SMILES) = CC(C)=C=O.C=C
strongest force on any atom = 3.76 eV/A

Positions of all 17 atoms, in Å:
C1 -0.64 -0.76 -1.54
C2 -1.06 -0.44 -0.13
C3 -0.66 -1.15 1.17
C4 -2.02 0.49 -0.06
O1 -2.88 1.30 -0.15
H1 -0.40 0.25 -2.08
H2 -1.41 -1.30 -2.00
H3 0.25 -1.27 -1.42
H4 -1.45 -0.89 1.82
H5 0.29 -0.77 1.48
H6 -0.74 -2.28 0.98
C5 2.20 0.69 0.36
C6 1.29 1.62 0.32
H7 2.69 0.17 1.22
H8 2.57 0.33 -0.57
H9 0.52 1.76 1.10
H10 1.44 2.24 -0.51

=====

(9)
Density functional theory data (the ωB97M-V functional and the def2-TZVPD basis) for a single C6H10O molecule.

Properties
LUMO level = 0.040 hartree
energy relative to the best compared isomer or geometry (same formula, charge and spin) = 145.6 kJ/mol
charge = 0
structure (SMILES) = C[C@H]1C[C@H]2OC[C@@H]12
strongest force on any atom = 0.38 eV/A

Positions of all 17 atoms, in Å:
C1 -0.91 1.48 -0.90
C2 -0.57 0.00 -0.79
C3 0.91 -0.44 -1.01
C4 0.85 -1.27 0.29
O1 1.42 -0.59 1.41
C5 0.14 -0.02 1.76
C6 -0.57 -0.72 0.59
H1 -0.57 2.04 -0.02
H2 -1.99 1.65 -1.02
H3 -0.40 1.92 -1.77
H4 -1.21 -0.57 -1.47
H5 1.09 -1.00 -1.93
H6 1.64 0.37 -0.92
H7 1.12 -2.33 0.25
H8 0.17 1.07 1.75
H9 -0.19 -0.36 2.75
H10 -1.42 -1.35 0.84

=====

(10)
Density functional theory data (the ωB97M-V functional and the def2-TZVPD basis) for a single C6H10O molecule.

Properties
LUMO level = 0.039 hartree
energy relative to the best compared isomer or geometry (same formula, charge and spin) = 165.0 kJ/mol
charge = 0
structure (SMILES) = C=C=C(C)OCC
strongest force on any atom = 1.75 eV/A

Positions of all 17 atoms, in Å:
C1 -1.78 0.60 1.58
C2 -0.62 0.17 1.20
C3 0.57 -0.16 0.76
C4 1.82 0.32 1.45
O1 0.86 -1.03 -0.25
C5 -0.21 -1.08 -1.26
C6 -0.32 0.16 -2.14
H1 -2.24 1.49 1.17
H2 -2.35 0.11 2.35
H3 2.32 -0.53 1.93
H4 1.59 1.07 2.21
H5 2.50 0.73 0.71
H6 0.09 -1.93 -1.87
H7 -1.17 -1.32 -0.77
H8 0.64 0.36 -2.61
H9 -1.07 0.00 -2.91
H10 -0.63 1.02 -1.55

=====

(11)
Density functional theory data (the ωB97M-V functional and the def2-TZVPD basis) for a single C6H10O molecule.

Properties
LUMO level = 0.034 hartree
energy relative to the best compared isomer or geometry (same formula, charge and spin) = 107.9 kJ/mol
charge = 0
structure (SMILES) = O/C=C\CC1CC1
strongest force on any atom = 0.39 eV/A

Positions of all 17 atoms, in Å:
O1 2.09 0.89 1.84
C1 0.78 1.10 2.17
C2 -0.29 0.51 1.65
C3 -0.30 -0.58 0.61
C4 -0.83 -0.16 -0.74
C5 0.12 0.23 -1.84
C6 -0.65 -1.06 -1.93
H1 2.12 0.32 1.06
H2 0.71 1.84 2.96
H3 -1.26 0.84 2.03
H4 -0.91 -1.41 0.99
H5 0.71 -1.01 0.48
H6 -1.76 0.40 -0.70
H7 -0.16 1.05 -2.51
H8 1.19 0.17 -1.64
H9 -1.45 -1.14 -2.65
H10 -0.10 -1.99 -1.78

=====

(12)
Density functional theory data (the ωB97M-V functional and the def2-TZVPD basis) for a 2-piece molecular cluster, C6H10O overall.

Properties
LUMO level = 0.040 hartree
energy relative to the best compared isomer or geometry (same formula, charge and spin) = 256.6 kJ/mol
charge = 0
structure (SMILES) = C=C1CO1.C=CC
strongest force on any atom = 0.32 eV/A

Positions of all 17 atoms, in Å:
C1 1.73 1.43 0.93
C2 0.53 1.67 0.44
C3 -0.43 2.07 -0.55
O1 -0.76 1.76 0.84
H1 1.87 1.18 1.98
H2 2.59 1.50 0.28
H3 -0.51 3.12 -0.81
H4 -0.81 1.34 -1.27
C4 -1.69 -1.02 -0.58
C5 -0.52 -1.62 -0.74
C6 0.47 -1.91 0.35
H5 -2.39 -0.90 -1.40
H6 -2.00 -0.61 0.39
H7 -0.25 -1.98 -1.74
H8 0.21 -1.39 1.28
H9 0.48 -2.99 0.55
H10 1.49 -1.63 0.07

=====

(13)
Density functional theory data (the ωB97M-V functional and the def2-TZVPD basis) for a 2-piece molecular cluster, C6H10O overall.

Properties
LUMO level = 0.003 hartree
energy relative to the best compared isomer or geometry (same formula, charge and spin) = 333.0 kJ/mol
charge = 0
structure (SMILES) = C=CC(=C)C=C.O
strongest force on any atom = 2.01 eV/A

Positions of all 17 atoms, in Å:
C1 -0.54 2.55 -1.00
C2 -0.28 1.60 -0.06
C3 -1.03 0.37 0.07
C4 -2.11 0.21 -0.75
C5 -0.66 -0.56 1.15
C6 0.58 -0.74 1.57
H1 0.13 2.96 -1.74
H2 -1.61 2.71 -1.13
H3 0.51 1.70 0.68
H4 -3.00 -0.33 -0.46
H5 -1.98 0.51 -1.78
H6 -1.48 -1.14 1.56
H7 1.50 -0.38 1.13
H8 0.79 -1.47 2.34
O1 3.03 -2.34 -0.71
H9 2.77 -2.49 0.21
H10 3.37 -3.17 -1.05

=====

(14)
Density functional theory data (the ωB97M-V functional and the def2-TZVPD basis) for a 2-piece molecular cluster, C6H10O overall.

Properties
LUMO level = 0.005 hartree
energy relative to the best compared isomer or geometry (same formula, charge and spin) = 295.9 kJ/mol
charge = 0
structure (SMILES) = C/C=C\C=C\C=O.[H][H]
strongest force on any atom = 0.98 eV/A

Positions of all 17 atoms, in Å:
C1 -1.99 -0.40 -0.32
C2 -1.48 1.01 -0.30
C3 -0.31 1.44 0.20
C4 0.82 0.62 -0.15
C5 1.05 -0.70 -0.11
C6 2.37 -1.14 -0.56
O1 3.16 -0.42 -1.15
H1 -3.08 -0.30 -0.30
H2 -1.69 -0.93 0.60
H3 -1.70 -1.01 -1.18
H4 -2.09 1.76 -0.77
H5 -0.15 2.49 0.42
H6 1.56 1.20 -0.67
H7 0.36 -1.45 0.28
H8 2.64 -2.17 -0.28
H9 0.03 0.28 2.18
H10 0.50 -0.29 2.11